Record 1
Formula: C40H37F4NO4
Source: the Open Molecules 2025 dataset
Level of theory: ωB97M-V with the def2-TZVPD basis set

The electronic energy comes out at -2301.471497 Eh. The SMILES is CNCC1=C(COO)C(=O)C(Cc2ccccc2)=CC1=O.Fc1ccccc1.Fc1ccccc1.Fc1ccccc1.Fc1ccccc1.

```
! wB97M-V def2-TZVPD RIJCOSX def2/J DEFGRID3
* xyz 0 1
C 2.2154 -5.8904 3.6335
N 3.2674 -5.2399 4.4080
C 4.1215 -4.3613 3.6042
C 3.3609 -3.1000 3.3355
C 3.0300 -2.6119 2.1387
C 3.4029 -3.1897 0.8010
O 4.7770 -3.5030 0.6389
O 5.4957 -2.2726 0.7921
C 2.1888 -1.3768 2.1245
O 2.2659 -0.5427 1.2515
C 1.2247 -1.2261 3.2636
C -0.1008 -0.6091 2.9295
C -0.8590 -1.5902 2.0550
C -0.8722 -1.4547 0.6725
C -1.5251 -2.3950 -0.1140
C -2.1625 -3.4744 0.4762
C -2.1560 -3.6117 1.8578
C -1.5008 -2.6743 2.6410
C 1.6034 -1.6816 4.4553
C 2.9247 -2.3439 4.5601
O 3.6371 -2.2609 5.5342
H 2.5342 -6.8306 3.1693
H 1.3492 -6.1000 4.2610
H 1.8797 -5.2272 2.8355
H 3.8407 -5.9294 4.8711
H 5.0021 -4.1192 4.2014
H 4.4323 -4.8256 2.6635
H 2.8811 -4.1393 0.6579
H 3.0849 -2.5025 0.0152
H 5.9413 -2.4157 1.6370
H -0.6520 -0.4473 3.8556
H 0.0480 0.3312 2.4011
H -0.3605 -0.6072 0.2322
H -1.5063 -2.2813 -1.1873
H -2.6596 -4.2039 -0.1505
H -2.6573 -4.4561 2.3130
H -1.4929 -2.7909 3.7189
H 0.9916 -1.5806 5.3430
F -2.0694 -3.3474 -3.0496
C -1.5258 -3.3403 -4.2875
C -2.3425 -3.0826 -5.3689
C -1.7737 -3.0733 -6.6345
C -0.4173 -3.3196 -6.7976
C 0.3778 -3.5759 -5.6891
C -0.1746 -3.5874 -4.4163
H -3.3962 -2.8947 -5.2152
H -2.3955 -2.8707 -7.4964
H 0.0193 -3.3109 -7.7870
H 1.4352 -3.7687 -5.8123
H 0.4241 -3.7803 -3.5365
F -2.5093 1.0146 1.8973
C -3.0715 1.4799 0.7619
C -2.2720 2.1743 -0.1218
C -2.8445 2.6637 -1.2857
C -4.1916 2.4509 -1.5490
C -4.9680 1.7358 -0.6461
C -4.4088 1.2386 0.5230
H -1.2233 2.3107 0.1016
H -2.2294 3.2070 -1.9900
H -4.6339 2.8316 -2.4608
H -6.0166 1.5629 -0.8495
H -4.9928 0.6794 1.2414
F -1.2435 5.5981 -1.8262
C -1.7984 6.1019 -2.9505
C -0.9929 6.8001 -3.8270
C -1.5644 7.3172 -4.9805
C -2.9160 7.1344 -5.2377
C -3.7011 6.4282 -4.3370
C -3.1451 5.9002 -3.1801
H 0.0568 6.9327 -3.6031
H -0.9483 7.8656 -5.6807
H -3.3561 7.5418 -6.1377
H -4.7557 6.2859 -4.5326
H -3.7393 5.3445 -2.4671
F 0.8096 2.3830 0.9208
C 1.5068 3.3187 1.6026
C 2.1595 2.9416 2.7577
C 2.8722 3.9074 3.4535
C 2.9172 5.2161 2.9919
C 2.2478 5.5630 1.8263
C 1.5333 4.6090 1.1155
H 2.1120 1.9141 3.0929
H 3.3963 3.6329 4.3593
H 3.4738 5.9642 3.5400
H 2.2783 6.5828 1.4660
H 1.0020 4.8543 0.2054
*
```

Atom charges from the Löwdin analysis, given in e for atoms 1 to 6:
1. C -0.11
2. N -0.10
3. C -0.16
4. C -0.09
5. C -0.07
6. C -0.14


Record 2
Formula: C5H12FMgO2
Source: the Open Molecules 2025 dataset
Level of theory: ωB97M-V with the def2-TZVPD basis set

The electronic energy comes out at -647.798258 Eh.

```
! wB97M-V def2-TZVPD RIJCOSX def2/J DEFGRID3
* xyz 1 1
F 3.0629 0.7471 -0.3329
C -0.4382 0.0325 1.2101
O 0.6385 0.0285 0.2630
C 1.6506 -0.9739 0.4348
C 2.7443 -0.6348 -0.5367
H -0.2259 2.3190 0.6327
H -0.2470 -0.6752 2.0290
H -0.4072 0.9813 1.7524
H 1.2239 -1.9562 0.1948
H 2.0213 -0.9749 1.4684
H 2.4260 -0.7156 -1.5813
H 3.6559 -1.2070 -0.3423
C -2.5417 0.8862 -1.2115
O -1.5505 -0.1132 -1.0823
C -1.4446 -0.7148 0.1641
H -3.4138 0.4196 -1.6833
H -2.8327 1.2906 -0.2284
H -2.1882 1.7228 -1.8342
H -1.1733 -1.7684 0.0197
H -2.4274 -0.7368 0.6658
Mg 1.4671 2.0432 -0.0019
*
```

Atom charges from the Löwdin analysis, given in e for atoms 1 to 6:
1. F -0.12
2. C -0.16
3. O -0.38
4. C -0.15
5. C -0.07
6. H -0.04


Record 3
Formula: C39H60AsFN4O7PV
Source: the Open Molecules 2025 dataset
Level of theory: ωB97M-V with the def2-TZVPD basis set

The electronic energy comes out at -5887.659274 Eh.

```
! wB97M-V def2-TZVPD RIJCOSX def2/J DEFGRID3
* xyz 3 2
V -0.0997 2.2161 -0.6615
F 1.7488 -4.6212 2.5520
C 1.4266 -3.4410 3.1734
C 1.3385 -2.3482 2.3746
C 1.0480 -1.0706 2.9513
C 0.8082 0.0639 2.1916
O 0.6441 -0.2793 0.8800
C 0.7503 1.3113 2.7913
C 0.8014 1.3827 4.1925
N 0.8051 0.2431 4.9801
C 0.7525 0.3518 6.3958
C -0.5773 0.0468 7.0418
C -0.0490 1.4513 7.0234
C 0.9877 -1.0202 4.3773
C 1.0432 -2.1610 5.1686
C 1.2053 -3.4462 4.5969
N 1.0676 -4.5987 5.3186
C 1.5791 -4.7344 6.6878
C 0.5089 -5.3599 7.5712
N -0.4802 -6.1294 6.7080
C 0.2840 -6.8836 5.6255
C 0.8781 -5.8804 4.6615
C 0.7310 2.6184 2.2345
O 0.8853 3.7370 2.6945
O 0.6159 2.5751 0.9538
H 1.4993 -2.4759 1.3131
H 0.8271 2.3451 4.6971
H 1.5377 0.0332 7.0707
H -0.3694 -0.4310 7.9875
H -1.3833 -0.1555 6.3438
H 0.4193 1.7368 7.9585
H -0.5680 2.1076 6.3374
H 0.8843 -2.0916 6.2393
H 1.8821 -3.7662 7.0956
H 2.4900 -5.3594 6.6786
H -0.0412 -4.6046 8.1274
H 0.9636 -6.0459 8.2922
H -1.0880 -5.4372 6.2271
H -1.0706 -6.7776 7.2486
H -0.4002 -7.5615 5.1149
H 1.0496 -7.5072 6.1042
H 0.2422 -5.7883 3.7748
H 1.8287 -6.2595 4.2779
N -0.3015 -0.7283 -1.0303
C 0.0035 0.3331 -0.2126
O -0.9351 3.7714 -1.3002
O -1.4918 4.2107 -2.3822
C -0.3865 7.5464 -0.2044
As 0.4699 5.9180 -0.7814
C 0.8651 5.8556 -2.6881
C 2.1080 5.4923 0.1530
O -0.7190 4.7442 -0.0990
H 0.3156 8.3847 -0.2354
H -0.7449 7.3750 0.8106
H -1.2196 7.7466 -0.8820
H 1.6494 6.5699 -2.9585
H -0.0602 6.0965 -3.2230
H 1.1972 4.8470 -2.9565
H 2.8103 6.3263 0.0927
H 2.5842 4.6322 -0.3319
H 1.8349 5.2350 1.1859
O -0.3566 1.8170 -2.5204
P -0.2518 0.5214 -3.2804
C -1.1873 -0.6631 -2.1810
C -1.3375 -2.1120 -2.6953
C -2.4879 -2.8433 -1.9863
C -2.6754 -2.4023 -0.5143
C -3.0343 -0.9037 -0.4436
C -2.5592 -0.1247 -1.6863
C 1.5993 0.2365 -3.1611
C 2.3641 1.1164 -4.1663
C 2.5115 0.4674 -5.5475
C 3.0824 -0.9443 -5.4253
C 2.1906 -1.8240 -4.5413
C 2.0956 -1.2153 -3.1434
C -0.9757 0.8420 -4.9200
C -2.4922 0.4940 -4.9661
C -3.3106 1.6990 -4.4816
C -3.2763 2.7927 -5.5479
C -1.9036 2.8208 -6.2706
C -0.7753 2.3315 -5.3416
H 0.0264 -1.6619 -0.7840
H -0.3958 -2.6626 -2.5884
H -1.5132 -2.0697 -3.7723
H -2.2928 -3.9242 -2.0408
H -3.4278 -2.6860 -2.5228
H -1.7741 -2.6562 0.0562
H -3.4613 -3.0316 -0.0772
H -2.6729 -0.4478 0.4852
H -4.1258 -0.7994 -0.3942
H -2.5160 0.9622 -1.5103
H -3.2860 -0.2633 -2.4891
H 1.8841 0.6324 -2.1647
H 3.3644 1.2519 -3.7439
H 1.9713 2.1439 -4.2294
H 3.1557 1.0953 -6.1635
H 1.5704 0.4187 -6.1077
H 4.0828 -0.8999 -4.9780
H 3.2384 -1.4112 -6.4047
H 2.6079 -2.8365 -4.4867
H 1.2038 -1.9423 -4.9987
H 3.1083 -1.2068 -2.7139
H 1.5240 -1.8671 -2.4723
H -0.4276 0.2197 -5.6384
H -2.7399 -0.4210 -4.4132
H -2.7600 0.2453 -6.0018
H -2.9198 2.0994 -3.5343
H -4.3526 1.3927 -4.2853
H -3.4865 3.7792 -5.1289
H -4.0822 2.6390 -6.2774
H -1.6513 3.8268 -6.6370
H -1.9247 2.1989 -7.1702
H -0.7271 2.9978 -4.4699
H 0.1935 2.4369 -5.8516
*
```

Atom charges from the Löwdin analysis, given in e for atoms 1 to 6:
1. V 0.99
2. F 0.06
3. C -0.14
4. C 0.11
5. C -0.04
6. C -0.08


Record 4
Formula: C39H81F9N4O7
Source: the Open Molecules 2025 dataset
Level of theory: ωB97M-V with the def2-TZVPD basis set

Its relative energy (zero: lowest compared OMol25 entry of this formula, charge and spin) is 833.26 kcal per mole.

```
! wB97M-V def2-TZVPD RIJCOSX def2/J DEFGRID3
* xyz 0 1
C 0.5079 -6.6477 -0.2918
C -0.4133 -5.7008 -1.1029
N 0.0908 -4.3396 -1.2869
C 0.0167 -3.5239 -0.0557
C -1.4152 -2.9638 0.1851
C 1.4759 -4.2954 -1.7631
C 1.7497 -3.0435 -2.5543
H 1.2030 -7.0778 -1.0128
H -0.0223 -7.4393 0.2378
H 1.1181 -6.1659 0.4722
H -0.7676 -6.1740 -2.0187
H -1.3331 -5.6134 -0.5247
H 0.3521 -4.0332 0.8477
H 0.7602 -2.7268 -0.0437
H -1.3374 -2.4950 1.1661
H -1.6180 -2.2087 -0.5744
H -2.1853 -3.7322 0.2531
H 1.6412 -5.1082 -2.4702
H 2.2320 -4.4268 -0.9891
H 1.1140 -2.9450 -3.4342
H 2.8153 -3.1225 -2.7694
H 1.5546 -2.1090 -2.0281
C -3.7560 2.9000 -0.8241
C -2.6894 2.0760 -1.4718
N -3.2442 1.0722 -2.3837
C -3.8976 1.6885 -3.4960
C -4.8818 0.8104 -4.2376
C -2.2323 -0.0078 -2.5287
C -0.9278 0.4484 -3.1932
H -4.5252 2.2527 -0.4028
H -4.1498 3.6324 -1.5288
H -3.4683 3.5381 0.0114
H -1.9672 2.8029 -1.8434
H -2.2537 1.6235 -0.5810
H -4.4677 2.6051 -3.3449
H -3.2667 2.1033 -4.2822
H -5.3226 1.4262 -5.0215
H -4.4065 -0.0577 -4.6943
H -5.6909 0.5899 -3.5413
H -2.6584 -0.7956 -3.1498
H -2.1257 -0.4969 -1.5604
H -1.1884 1.2871 -3.8389
H -0.5442 -0.3232 -3.8607
H -0.2028 0.7398 -2.4332
C 1.6635 -0.1573 -3.5380
C 2.5651 0.2482 -2.4073
N 3.5196 1.2326 -2.8590
C 4.6445 1.1276 -1.9670
C 5.5741 0.0680 -2.4145
C 2.8976 2.5442 -2.5878
C 3.7980 3.6631 -3.1575
H 0.9578 -0.9369 -3.2511
H 2.3070 -0.4623 -4.3632
H 0.9260 0.5567 -3.9046
H 1.9825 0.4658 -1.5121
H 3.0471 -0.7056 -2.1927
H 5.2103 2.0425 -1.7911
H 4.3063 0.8099 -0.9808
H 6.5107 0.1464 -1.8623
H 5.3849 -0.9888 -2.2260
H 5.7004 0.0625 -3.4971
H 2.7431 2.6095 -1.5107
H 1.8950 2.5066 -3.0139
H 4.0890 3.5145 -4.1974
H 4.7036 3.8853 -2.5930
H 3.3093 4.6371 -3.1317
C -2.5643 3.1422 5.5109
C -1.9850 1.7393 5.4808
N -1.6537 1.3762 4.1038
C -0.9223 0.1915 3.9522
C -0.4943 -0.0409 2.4591
C -2.7544 1.5773 3.0917
C -3.8462 0.4790 3.0991
H -2.1643 3.7534 6.3200
H -3.6537 3.1567 5.4772
H -2.2096 3.7571 4.6838
H -1.0733 1.8329 6.0708
H -2.5920 0.9162 5.8578
H -1.4380 -0.6889 4.3355
H -0.0214 0.1745 4.5657
H -1.2029 -0.4725 1.7522
H 0.2603 -0.8066 2.6391
H -0.0055 0.8146 1.9931
H -3.1883 2.5698 3.2135
H -2.3487 1.7681 2.0982
H -4.3806 0.2603 4.0236
H -4.5962 0.7510 2.3564
H -3.3945 -0.4766 2.8328
C 1.0936 2.8558 0.6421
C 1.7072 3.3184 1.9661
O 2.7249 4.2766 1.7137
C 4.0897 4.0355 1.7489
O 4.5656 3.0298 2.1883
C 5.0397 5.1619 1.2015
F 4.9371 4.9802 -0.0725
F 4.6399 6.4309 1.3844
F 6.2811 4.9753 1.6769
H 0.6238 3.7053 0.1463
H 0.4452 1.9840 0.5545
H 1.9657 2.5407 0.0691
H 2.1674 2.4297 2.3979
H 0.9099 3.6603 2.6259
C -3.7397 -0.9990 -0.9349
C -3.8315 -2.3159 -0.2099
O -3.2716 -2.1523 1.0712
C -3.0239 -3.2273 1.8788
O -3.1682 -4.4041 1.5196
C -2.6108 -2.8979 3.2756
F -3.4506 -1.9588 3.8508
F -2.6043 -3.9560 4.0725
F -1.4231 -2.2670 3.2208
H -4.5188 -0.2637 -0.7337
H -3.7306 -1.1507 -2.0143
H -2.8541 -0.3949 -0.7381
H -3.1128 -2.9934 -0.6709
H -4.7891 -2.8330 -0.2692
C 1.5763 -0.0722 3.6328
C 2.0800 0.4441 2.3204
O 2.7999 -0.5441 1.6008
C 2.9820 -0.4399 0.3123
O 2.6692 0.5592 -0.3325
C 3.6325 -1.7216 -0.2774
F 2.9096 -2.1620 -1.2676
F 4.8397 -1.5162 -0.7910
F 3.7304 -2.7098 0.5970
H 2.3880 -0.4837 4.2327
H 0.8040 -0.8163 3.4377
H 1.0941 0.7885 4.0963
H 2.6282 1.3785 2.4408
H 1.2015 0.8850 1.8493
C -0.9871 0.6888 0.2020
C -0.1628 -0.5661 0.2457
O -0.0248 -1.1664 1.3040
C 0.6317 -0.9556 -0.9680
H -1.4160 0.8548 1.1902
H -1.8333 0.6337 -0.4829
H -0.3558 1.5396 -0.0546
H 1.3556 -1.7428 -0.7573
H 1.1053 0.0043 -1.1741
H 0.1119 -1.1175 -1.9122
*
```

Atom charges from the Löwdin analysis, given in e for atoms 1 to 6:
1. C -0.08
2. C -0.23
3. N -0.13
4. C -0.16
5. C -0.08
6. C -0.22


Record 5
Formula: C25H12Cl84NO
Source: the Open Molecules 2025 dataset
Level of theory: ωB97M-V with the def2-TZVPD basis set

The electronic energy comes out at -39745.365726 Eh.

```
! wB97M-V def2-TZVPD RIJCOSX def2/J DEFGRID3
* xyz 1 1
C -0.7747 3.2963 -0.1076
C 0.4781 2.4029 -0.4096
C 0.8813 2.4569 -1.9212
C 0.2384 0.9195 -0.0147
N 1.5763 0.2412 0.2140
O 1.7503 -0.9244 -0.5366
H -0.4865 4.1036 0.6143
H -1.1365 3.7853 -1.0390
H -1.6042 2.7298 0.3849
H 1.3527 2.8052 0.1614
H 0.3016 1.7253 -2.5324
H 1.9627 2.1756 -2.0356
H 0.7978 3.4946 -2.3179
H -0.4193 0.7692 0.8699
H -0.2113 0.3674 -0.8804
H 2.3334 0.8986 -0.0528
H 1.6966 0.0104 1.2225
H 2.2127 -0.5929 -1.3529
C 4.1634 4.2066 -3.4104
Cl 5.2325 2.8999 -2.8814
Cl 3.0270 3.5916 -4.6179
Cl 3.2686 4.8267 -2.0242
Cl 5.1465 5.4918 -4.1147
C -0.4237 -4.2003 1.5029
Cl -1.4740 -3.2745 0.4186
Cl -1.2707 -5.6550 2.0366
Cl 1.0499 -4.6671 0.6391
Cl 0.0247 -3.1932 2.8862
C 9.0287 7.8431 -2.7354
Cl 7.5991 6.9090 -3.2160
Cl 9.4492 8.9924 -4.0057
Cl 8.6737 8.7128 -1.2391
Cl 10.3774 6.7311 -2.4730
C -4.9539 1.0869 -0.7278
Cl -3.8762 -0.2087 -0.1775
Cl -6.2917 0.3914 -1.6420
Cl -5.6044 1.9406 0.6763
Cl -4.0610 2.2120 -1.7644
C -5.8441 -3.3534 1.7546
Cl -6.5478 -2.0284 0.8184
Cl -4.8030 -2.6743 3.0175
Cl -7.1343 -4.2765 2.5304
Cl -4.9628 -4.4135 0.6413
C -2.4094 -3.7502 7.2042
Cl -1.2843 -2.6637 8.0254
Cl -1.5146 -5.1240 6.5482
Cl -3.6164 -4.3221 8.3559
Cl -3.2212 -2.8728 5.8936
C -6.8579 3.5796 4.8865
Cl -5.9317 4.9603 5.4774
Cl -6.4113 2.1245 5.7840
Cl -8.5804 3.8994 5.0781
Cl -6.5158 3.3257 3.1611
C 0.0322 -7.9182 -1.2250
Cl -0.2448 -9.2370 -2.3511
Cl 1.5833 -7.1596 -1.5876
Cl -1.2595 -6.7108 -1.3659
Cl 0.0377 -8.5464 0.4322
C -9.1754 3.8045 -1.6407
Cl -9.7293 5.2594 -2.4707
Cl -7.4248 3.6347 -1.8412
Cl -9.5481 3.9260 0.0840
Cl -9.9794 2.3863 -2.3235
C 1.7878 8.6363 -2.2358
Cl 1.0511 10.0006 -3.0736
Cl 2.5596 9.1940 -0.7481
Cl 0.5309 7.4465 -1.8311
Cl 2.9956 7.8749 -3.2742
C -12.1518 5.5962 3.7202
Cl -12.1138 4.1652 2.6798
Cl -10.7042 6.5695 3.4336
Cl -13.5890 6.5532 3.3562
Cl -12.1938 5.0879 5.4136
C 3.5127 -1.2270 -4.5053
Cl 3.8142 -0.1940 -3.0763
Cl 4.2641 -0.4683 -5.9002
Cl 4.2070 -2.8135 -4.2223
Cl 1.7674 -1.3590 -4.7450
C 10.4368 2.6997 -3.4995
Cl 11.2328 3.2095 -2.0049
Cl 10.8712 3.8027 -4.8054
Cl 10.9449 1.0578 -3.9045
Cl 8.6790 2.7347 -3.2701
C 3.4683 -0.6733 4.0957
Cl 2.7615 0.6948 3.1747
Cl 4.4339 -0.0231 5.4113
Cl 2.1502 -1.6408 4.7475
Cl 4.4705 -1.6286 3.0043
C 4.8046 -9.1822 1.1528
Cl 5.3084 -8.0032 2.3726
Cl 5.5036 -8.7420 -0.4125
Cl 5.3652 -10.7892 1.6187
Cl 3.0416 -9.1752 1.0224
C -4.6513 -8.0896 2.7957
Cl -3.9879 -7.0314 4.0424
Cl -4.1530 -7.5040 1.2021
Cl -4.0384 -9.7320 3.0171
Cl -6.4123 -8.1030 2.8991
C -4.4786 -13.4511 4.7498
Cl -3.2143 -12.3778 5.3677
Cl -4.2087 -15.0867 5.3565
Cl -6.0568 -12.8689 5.2894
Cl -4.4288 -13.4612 2.9820
C -4.4398 -11.3278 -1.9736
Cl -5.9589 -12.2180 -1.8374
Cl -4.4366 -10.4246 -3.4953
Cl -4.3006 -10.2085 -0.6078
Cl -3.0911 -12.4722 -1.9502
C 5.7920 9.4605 -6.4617
Cl 5.9877 10.4099 -4.9848
Cl 6.5578 10.2932 -7.8143
Cl 6.5462 7.8733 -6.2428
Cl 4.0672 9.2422 -6.7916
C 14.1716 1.6631 -6.2253
Cl 13.2115 2.5560 -7.4118
Cl 13.5225 0.0248 -6.0625
Cl 15.8481 1.5773 -6.7708
Cl 14.1036 2.4893 -4.6630
C -3.9618 8.3941 4.7477
Cl -3.9256 6.9986 3.6584
Cl -2.5476 9.4112 4.4507
Cl -5.4338 9.3224 4.4609
Cl -3.9380 7.8229 6.4217
*
```

Atom charges from the Löwdin analysis, given in e for atoms 1 to 6:
1. C -0.05
2. C -0.38
3. C -0.11
4. C -0.08
5. N 0.00
6. O 0.00